Record 1
12
Properties=species:S:1:pos:R:3 method="wB97M-V/def2-TZVPD" total_charge=+1 de_lowest_kj_mol=608.0 homo_lumo_gap_ev="7.6 / 7.7" homo_energy_ev="-13.868 / -13.951"
H -1.54197 0.80973 -0.19519
C -0.68077 1.17945 0.40192
C 0.53958 0.78130 -0.35898
O 0.50045 -0.54084 -0.98781
C 0.54201 -1.55652 -0.20204
O 0.42638 -2.65582 -0.88191
Zn 0.49984 -0.75094 1.78313
O -0.82887 0.56324 1.65391
H -0.49191 2.25060 0.62128
H -0.51535 2.03979 -1.27628
H 1.52494 1.22941 -0.21577
H 0.02567 -3.34941 -0.34226



Record 2
12
Properties=species:S:1:pos:R:3 method="wB97M-V/def2-TZVPD" total_charge=+2 spin_multiplicity=2 s2=0.761 de_lowest_kj_mol=398.1 homo_lumo_gap_ev="6.8 / 7.8" homo_energy_ev="-18.523 / -19.510"
H -1.28905 -0.89130 3.22374
O -0.63361 0.79844 2.36086
C -1.13431 0.19308 3.30899
H -1.40101 0.79138 4.18823
O 0.49897 0.01114 1.33242
Zn -0.38181 0.97792 0.12183
O 1.44025 0.17209 -0.51744
C 2.73208 -0.06911 -0.49529
C 3.66074 0.59028 -1.20413
H 2.92963 -0.92627 0.17731
H 4.55234 0.05127 -1.51497
H 3.45975 1.58046 -1.61188



Record 3
13
Properties=species:S:1:pos:R:3 method="wB97M-V/def2-TZVPD" total_charge=0 spin_multiplicity=2 s2=0.761 de_lowest_kj_mol=136.2 homo_lumo_gap_ev="6.8 / 5.4" homo_energy_ev="-8.088 / -7.935"
C -1.04926 1.63242 -0.95459
C -1.34636 0.67885 0.17561
O -1.45200 -0.60829 -0.23066
Sr 0.12447 -2.40704 -0.56313
H -1.35488 2.64898 -0.67595
H 0.02635 1.58179 -1.18424
H -1.50610 1.29110 -1.89802
H -2.22320 0.94890 0.80504
H -0.12466 0.55270 1.04954
O 1.11371 -0.92892 0.95166
C 2.30222 -1.55867 0.85869
O 2.16359 -2.72975 0.30774
O 3.32611 -1.10208 1.35832



Record 4
13
Properties=species:S:1:pos:R:3 method="wB97M-V/def2-TZVPD" total_charge=0 homo_lumo_gap_ev=6.6 homo_energy_ev=-7.091
O 0.78699 -0.16933 -0.82608
C -0.56585 0.93223 -0.31378
C 0.65083 -1.19940 0.12796
O -1.61095 0.91363 -1.05432
O -0.78964 0.45339 0.98292
C 0.17337 -0.50532 1.39392
H 1.62444 -1.68446 0.27355
H -0.11612 -1.91712 -0.21390
H 1.01455 0.01059 1.88623
H -0.32297 -1.20022 2.08170
Y -2.37507 1.16615 -3.24819
O 0.28736 1.96988 -0.41679
H 1.24305 1.22997 -0.67322



Record 5
14
Properties=species:S:1:pos:R:3 method="wB97M-V/def2-TZVPD" total_charge=-2 de_lowest_kj_mol=289.5 homo_lumo_gap_ev="5.8 / 5.7" homo_energy_ev="0.774 / 0.836"
C 2.51727 0.12980 0.46302
C -1.16147 0.27411 -0.19230
C 1.93406 -1.15685 0.32755
O 3.49791 0.28519 -0.55558
O -2.31001 -1.39907 1.61575
O 2.35691 0.97001 1.34156
O -2.28488 -2.15872 -0.84214
O 2.36160 -1.90928 -0.63052
P -1.56568 -1.49486 0.34227
H -0.98002 0.39042 -1.23238
H -2.05628 0.80450 -0.02358
H -0.38867 0.60471 0.30370
H 1.15989 -1.67489 0.94305
H 3.20211 -0.64599 -1.09468



Record 6
11
Properties=species:S:1:pos:R:3 method="wB97M-V/def2-TZVPD" total_charge=0 de_lowest_kj_mol=175.8 homo_lumo_gap_ev=9.1 homo_energy_ev=-9.050
O -2.35696 -1.92125 0.27681
C -1.99710 -0.85168 0.01278
C -1.50565 0.31522 -0.40202
C -0.34287 1.04738 0.38240
S 1.22966 1.23627 -0.52864
P 2.09297 -0.51177 0.50654
H -1.25335 0.49203 -1.41135
H -0.66286 1.98965 0.66283
H -0.24398 0.45841 1.27198
H 3.32238 -0.46085 -0.64304
H 1.71776 -1.79341 -0.12830



Record 7
9
Properties=species:S:1:pos:R:3 method="wB97M-V/def2-TZVPD" total_charge=0 de_lowest_kj_mol=408.3 homo_lumo_gap_ev="8.8 / 8.3" homo_energy_ev="-9.710 / -8.811"
C -1.96904 -0.54140 0.23949
C -0.92651 0.02042 0.09132
C 0.33322 0.60907 0.07762
P 1.93453 -0.22009 0.09740
H -3.02700 -0.63072 0.18676
H 0.37821 1.48842 -1.83091
H 0.23510 1.54781 0.56515
H 1.49926 -1.25078 -0.65079
H 1.54223 -1.02274 1.22396



Record 8
9
Properties=species:S:1:pos:R:3 method="wB97M-V/def2-TZVPD" total_charge=0 de_lowest_kj_mol=336.5 homo_lumo_gap_ev="7.6 / 7.2" homo_energy_ev="-8.370 / -7.967"
C -0.39298 0.55846 -0.08080
C 0.17018 0.29685 1.25074
C -0.34063 -0.44480 -1.13540
P 1.35781 1.83967 0.64509
H -0.35811 0.52461 2.05348
H 0.79605 -0.67799 1.32659
H -1.16151 -1.24151 -0.87886
H 0.69941 -0.93261 -1.11134
H -0.77022 0.07732 -2.06950



Record 9
10
Properties=species:S:1:pos:R:3 method="wB97M-V/def2-TZVPD" total_charge=0 de_lowest_kj_mol=460.8 homo_lumo_gap_ev="7.4 / 7.1" homo_energy_ev="-8.561 / -8.385"
C -2.28982 -1.23181 0.84831
P -1.67039 -0.54378 -0.48419
C -0.51325 0.79739 -0.45340
C 0.81492 0.53587 0.24156
S 1.66408 -1.04583 -0.10996
H -2.60723 -2.27339 0.73220
H -0.44162 1.65658 -1.15195
H 0.67512 0.26787 1.35662
H 1.25604 1.53399 0.19944
H 2.13262 -0.91748 -1.32688



Record 10
10
Properties=species:S:1:pos:R:3 method="wB97M-V/def2-TZVPD" total_charge=0 de_lowest_kj_mol=213.2 homo_lumo_gap_ev=8.6 homo_energy_ev=-8.830
S -0.42609 -1.66735 1.10044
C -0.95166 -0.03289 0.37718
C 0.29642 0.64308 -0.10971
C 0.86373 0.27970 -1.44152
P 0.24817 1.84495 -1.54624
H 0.54193 -1.18932 1.92892
H -1.55294 -0.49284 -0.49692
H -1.57462 0.35659 1.26839
H 1.15661 0.74611 0.70876
H 1.39845 -0.48804 -1.78930



Record 11
9
Properties=species:S:1:pos:R:3 method="wB97M-V/def2-TZVPD" total_charge=0 de_lowest_kj_mol=243.1 homo_lumo_gap_ev=10.6 homo_energy_ev=-9.496
C -0.60264 -1.23714 -0.05593
C 0.00884 -0.17671 0.35530
C 0.35283 0.96755 -0.37394
H -0.60529 -2.18366 0.54788
H -1.05784 -1.25895 -0.98944
H 0.46461 0.12738 1.85057
H 1.37922 1.08629 -0.02981
H -0.20525 1.77425 0.18708
H 0.26551 0.90098 -1.49171



Record 12
93
Properties=species:S:1:pos:R:3 method="wB97M-V/def2-TZVPD" total_charge=0 homo_lumo_gap_ev=8.0 homo_energy_ev=-8.651
C 0.62488 -0.38490 0.23297
C -0.04259 1.14808 0.20753
I 0.01590 2.01446 -1.84534
C -1.58985 1.15851 0.84215
P -2.71623 -0.19681 0.01227
I -1.37136 0.80018 3.03430
H 0.35042 -0.97178 1.21280
H 1.78538 -0.30470 0.08220
H 0.21611 -1.05611 -0.66533
H 0.57225 1.87602 0.92648
H -2.08506 2.24146 0.77607
H -1.82352 -0.34970 -1.10791
H -3.80945 0.77272 -0.14140
H -2.67455 -0.95530 1.24157
H -3.53286 -1.26929 -0.57247
O 0.21410 -3.31791 0.15976
H 1.01582 -3.71033 -0.21723
H 0.24173 -3.57944 1.09240
O -2.67019 3.40662 5.07213
H -2.37476 2.65853 4.53182
H -2.48340 3.12717 5.98097
O -5.25466 3.01728 3.22900
H -4.92296 3.26184 2.35206
H -4.55073 3.29891 3.83244
O 2.68015 0.25114 2.14255
H 3.38358 0.61728 2.69932
H 1.87229 0.66148 2.48601
O 3.20013 -4.63210 -0.79954
H 3.53183 -4.38753 -1.67649
H 3.90406 -4.35047 -0.19610
O 4.24028 0.25163 -0.57877
H 3.69020 0.33614 0.21441
H 4.50555 1.16213 -0.77777
O 4.82642 -5.03788 -3.59866
H 5.21313 -4.81259 -4.45806
H 4.19647 -5.74509 -3.80359
O -2.08315 4.64673 0.69860
H -2.63860 5.37217 0.37599
H -1.74223 4.23555 -0.10990
O -6.70959 2.28772 0.88521
H -6.63667 3.18329 0.52257
H -6.61772 2.41421 1.84152
O -0.52851 7.09840 1.39723
H -0.14181 7.32369 0.53783
H -1.15846 6.39119 1.19230
O 1.00951 -1.81289 -3.10241
H 1.64681 -2.12539 -2.44282
H 0.91490 -0.86843 -2.90741
O -4.37034 6.29653 6.04086
H -4.07490 5.54843 5.50055
H -4.18354 6.01707 6.94970
O 0.91396 -4.38095 2.94319
H 1.71568 -4.77337 2.56621
H 0.94159 -4.64247 3.87584
O 3.03266 -0.29966 4.99918
H 2.88593 -1.15946 4.57718
H 2.15264 -0.03768 5.30887
O 0.97149 6.94066 -1.23611
H 1.35819 7.16595 -2.09551
H 0.34154 6.23344 -1.44104
O 3.28001 -6.08354 -5.52276
H 3.32791 -5.16786 -5.83597
H 2.36330 -6.34354 -5.69893
O 3.15795 3.73678 -1.94080
H 3.53993 3.60675 -2.82174
H 2.27334 3.34724 -2.00940
O 6.06192 -7.94117 -2.45300
H 5.50647 -7.21573 -2.77562
H 6.40284 -8.35234 -3.26151
O -7.28356 1.22343 4.29264
H -6.54699 1.83211 4.13190
H -7.79823 1.25697 3.47229
O 3.19671 -2.92030 -6.45859
H 2.64663 -2.83580 -5.66541
H 3.46198 -2.00980 -6.65758
O -3.74781 -1.34429 5.13776
H -4.41322 -1.80232 4.60267
H -3.23366 -0.83929 4.48999
O 5.23042 -4.85959 1.67694
H 5.75131 -5.40383 1.06756
H 5.52359 -5.14556 2.55515
O -3.81861 -3.35898 -0.91327
H -3.04431 -3.83611 -0.57911
H -4.53177 -4.01389 -0.87463
O 1.55656 5.39899 -4.20141
H 1.88826 5.64355 -5.07835
H 2.26049 5.68062 -3.59797
O -6.07913 -0.80178 -0.60503
H -5.44183 -1.11428 0.05456
H -6.17373 0.14268 -0.41003
O 3.18801 0.39939 -7.26227
H 3.79463 0.45401 -8.01586
H 2.32268 0.61322 -7.64236